Record 1
Density functional theory data (ωB97M-V with the def2-TZVPD basis set) for 2 unconnected molecules or ions with the total composition C4H12OP.

The total charge is +1. As for the multiplicity: 1. For the gap between HOMO and LUMO (spin up / spin down), the calculation gives 3.45 / 2.97 eV. The value obtained for the highest occupied orbital energy (spin up / spin down) is -11.476 / -11.319 eV.

```
18
Properties=species:S:1:pos:R:3:forces:R:3
H -3.007877 -0.993241 1.328793 1.30 1.19 -1.60
H -1.180047 -1.859741 -1.774997 1.08 0.15 2.29
H -2.532870 0.580913 1.512962 0.73 2.05 2.28
H -0.663664 -2.720629 -0.291772 0.04 -3.04 1.53
H 0.480225 2.574207 -0.783168 -1.02 0.43 1.03
C -0.473827 -1.870882 -0.800509 -2.69 3.60 -3.92
H 3.948733 -0.009373 1.253993 0.09 1.76 2.02
H 0.464544 -1.688487 -1.266503 1.19 -0.45 0.17
H -3.028015 0.351926 0.020929 -0.07 -0.67 -0.77
C 3.863436 -0.423578 0.318130 -1.17 1.06 0.50
C -0.435769 2.186624 -0.247590 3.14 -0.39 -0.62
H 3.271983 0.068289 -0.395340 -0.34 0.21 -1.30
P -0.724063 -0.479459 0.345358 0.93 0.98 0.15
H -1.268061 2.715111 -0.647977 -1.13 -0.27 -0.27
C -2.419297 -0.128068 0.784135 -2.23 -2.81 -0.29
H 4.291510 -1.337572 0.392090 1.23 -3.02 -1.19
O -0.250730 0.807639 -0.566502 -1.00 -1.66 -0.64
H -0.336213 2.226328 0.817973 -0.07 0.88 0.64
```
Positions in Å, forces in eV/Å.

Mulliken atomic charge list, values in e, 8 entries:
1 H 0.32
2 H 0.29
3 H 0.40
4 H 0.39
5 H 0.22
6 C -0.88
7 H 0.27
8 H 0.28

***

Record 2
Density functional theory data (ωB97M-V with the def2-TZVPD basis set) for a single CH4IOPS molecule.

The SMILES is CP(I)SO. The total charge is 0. As for the multiplicity: 1. For the gap between HOMO and LUMO, the calculation gives 8.77 eV. The value obtained for the highest occupied orbital energy is -8.715 eV.

```
9
Properties=species:S:1:pos:R:3:forces:R:3
P 0.090274 -0.702314 0.916652 0.85 1.47 -0.31
I -1.984188 -1.269030 1.906386 -0.85 -0.11 0.38
H 2.019936 2.061552 0.679124 -0.36 -0.61 -1.10
H -0.511162 -1.901129 -1.103020 0.69 -1.26 -0.77
C -0.300954 -0.895362 -0.870639 2.25 2.61 0.39
H -1.149975 -0.354791 -1.098889 -2.28 1.05 -0.17
O 1.385488 1.667448 0.027825 0.80 1.02 1.19
H 0.470023 -0.185158 -1.400447 -0.73 -2.31 0.58
S -0.019443 1.578783 0.943009 -0.36 -1.84 -0.19
```
Positions in Å, forces in eV/Å.

Mulliken atomic charge list, values in e, 8 entries:
1 P 0.11
2 I -0.05
3 H 0.34
4 H 0.39
5 C -1.02
6 H 0.42
7 O -0.47
8 H 0.30

***

Record 3
Density functional theory data (ωB97M-V with the def2-TZVPD basis set) for a molecular structure, C48H53MnO10P3S2.

The total charge is -1. As for the multiplicity: 5. For the gap between HOMO and LUMO (spin up / spin down), the calculation gives 6.46 / 7.07 eV. The value obtained for the highest occupied orbital energy (spin up / spin down) is -5.105 / -5.137 eV.

```
117
Properties=species:S:1:pos:R:3:forces:R:3
H -5.129142 5.664542 -1.069855 -0.08 0.05 -0.02
H 4.827323 0.444231 4.738634 0.07 -0.02 0.00
C -4.518590 3.674281 -0.555544 -0.02 0.10 -0.07
H 2.435217 -1.827841 -2.473794 0.03 0.07 0.06
C 4.664500 1.817549 -0.468430 -0.10 0.05 0.03
C -0.557487 -2.448803 1.719228 0.17 0.25 0.17
H -0.329341 5.658416 1.221840 0.01 0.07 0.14
S -2.199404 -0.985628 -4.329536 0.18 -0.21 0.54
H 2.173922 -2.259621 3.611337 0.10 -0.10 -0.05
C -1.910773 4.638419 -0.765339 0.22 -0.37 -0.07
H 0.925300 -5.041314 -3.589160 0.03 -0.08 -0.10
H -3.669782 -3.699496 2.110623 -0.10 0.00 0.02
H 0.563167 3.521238 -1.673963 0.06 0.09 -0.05
H -3.281147 -2.995540 -0.914239 -0.05 -0.17 -0.12
C 5.949205 1.802077 -0.976412 0.07 0.07 -0.04
C 0.594804 -4.756259 -2.592232 -0.14 0.29 0.02
H -4.152393 1.814696 2.101490 0.01 0.09 0.16
O -0.190713 2.870958 -4.977772 0.33 -0.66 0.09
C 0.994113 -0.604629 6.311510 -0.05 0.01 0.08
H -0.317091 4.441783 -2.899453 -0.01 -0.03 -0.13
C -3.466352 2.805526 -0.334950 0.75 -0.09 0.15
H 3.914201 -1.465555 -0.789273 -0.05 -0.12 -0.04
C 2.132047 2.380510 4.127377 0.12 0.06 0.11
C 1.924982 2.048757 2.801472 0.01 0.23 -0.14
H -0.816192 0.768283 3.803250 -0.05 0.12 0.05
H -4.583458 0.179113 1.600697 -0.09 -0.19 0.06
C 0.124149 -3.627648 1.444300 0.06 0.23 0.06
H -2.659892 -5.417934 -1.048236 0.08 -0.09 0.06
P -1.468851 -1.976204 -2.813728 -0.28 0.06 -0.29
H 0.542064 -3.018593 -1.337640 0.16 0.01 -0.20
Mn -0.192571 1.017174 -0.784267 -2.01 0.82 0.50
C 1.755576 -1.488755 5.562687 0.02 -0.11 0.13
H 1.166058 -5.310364 -1.849107 0.08 -0.13 0.04
C 3.176455 1.801687 4.826944 -0.02 0.04 0.01
H 1.125138 -0.558725 7.382810 0.02 0.01 0.10
C 5.767510 -0.562570 -1.360090 0.11 -0.12 0.04
O -0.013495 -2.498118 -3.242056 0.03 0.11 -0.15
H 2.469349 -3.043365 -3.731788 0.03 -0.12 -0.13
H -2.820852 6.500052 -1.242534 0.05 0.10 -0.02
S -1.382199 -1.258291 -0.893372 -0.38 -0.16 -0.73
C -0.566554 -4.826254 1.394291 0.04 -0.14 -0.04
C -2.605201 -3.680197 1.929852 -0.11 -0.02 0.07
H -4.475429 -0.439738 -0.857400 -0.03 -0.18 -0.04
H -5.267664 1.035137 -1.432324 -0.16 0.08 -0.04
H 6.190481 -1.482771 -1.738181 0.01 -0.05 0.00
H -5.502851 -3.132006 -2.021518 -0.08 0.00 0.06
C -3.548717 -5.048420 -1.552800 0.19 0.43 -0.05
C -0.519188 5.214510 -0.885474 0.13 -0.22 0.02
H 1.221768 5.523733 0.369281 0.13 0.06 0.04
O 3.618879 0.633786 -3.377779 -0.85 0.04 -0.47
H 1.472537 3.084022 4.614766 -0.07 0.03 0.05
C -3.397467 -3.560359 -1.851530 -0.59 -0.23 0.26
H 2.938195 -3.487221 -2.081423 0.13 -0.08 0.07
H -5.579580 1.545827 1.094459 -0.19 0.05 0.04
O -2.201692 -3.416471 -2.601245 0.33 0.14 -0.15
H 2.472359 -2.133713 6.050545 0.07 -0.02 0.05
O 2.376808 1.646777 -5.888604 -0.44 -0.03 1.12
H -3.684354 -5.598174 -2.482374 -0.02 -0.08 -0.07
C -3.697779 1.361307 0.032066 0.01 -0.15 -0.02
H -4.413244 -5.204949 -0.912894 -0.13 -0.08 0.08
C 1.590879 -1.560127 4.192735 -0.08 0.04 -0.04
C 6.499698 0.609905 -1.418505 0.05 0.01 -0.07
C -0.102198 0.144577 4.323211 -0.07 -0.04 -0.09
C 2.433862 0.895911 -3.576688 0.88 -0.37 1.00
C 0.063257 0.214033 5.692772 -0.06 -0.09 0.11
C 1.847176 1.538276 -4.797626 0.63 0.19 -1.71
H 4.494340 -0.104356 2.357823 0.07 -0.03 -0.03
H -5.530753 3.303768 -0.479800 -0.15 -0.05 0.02
C 4.016844 0.902292 4.187874 0.16 -0.07 0.04
P 2.324532 0.766536 0.408834 2.80 -1.68 1.64
C 0.461771 2.008445 -4.428673 -0.73 0.73 0.08
C -4.560172 1.220357 1.287575 0.29 0.06 -0.17
H -3.636192 0.627195 -1.989206 -0.04 -0.09 -0.16
H -2.716715 0.912056 0.242208 -0.41 0.13 0.02
O 1.483917 1.933762 0.038100 -1.19 0.67 -0.45
O -0.963551 1.273752 -2.545080 -0.23 0.58 0.45
H -2.422053 -1.551651 2.207872 -0.21 0.04 -0.03
H 7.501055 0.599493 -1.825813 0.05 0.00 -0.04
H 0.287232 4.069413 0.739386 0.07 -0.04 0.07
C 0.145759 1.309413 -3.155183 1.25 -0.33 -1.05
O -0.551148 0.348759 1.411557 -0.54 0.91 -0.44
C -1.919547 -2.482896 1.988648 0.12 0.05 0.09
H -0.460651 -4.990508 -2.486361 -0.01 -0.09 0.01
C 0.215884 5.114597 0.452123 -0.09 0.11 -0.11
H 1.189388 -3.614307 1.252868 0.06 -0.01 -0.07
C -4.297422 4.999235 -0.887164 -0.12 0.01 0.01
H 6.524502 2.714924 -1.035080 0.00 0.07 -0.01
H 3.334453 2.045817 5.869404 0.02 -0.01 0.03
C 1.770198 -0.971141 0.802928 -0.48 0.49 -0.11
C 0.667497 -0.732566 3.572565 -0.23 0.04 -0.34
H 1.516717 -1.554214 -0.084134 0.05 0.11 0.04
H -0.535145 0.904444 6.269230 -0.02 0.04 0.09
C -2.131352 3.271884 -0.449737 -1.61 0.82 -0.53
H 2.588256 -1.441323 1.348247 0.03 0.07 0.13
C 2.260010 -2.879271 -2.677575 -0.38 0.13 0.07
C 1.316056 0.699771 -2.665100 0.02 0.75 -2.18
C -1.931995 -4.854193 1.623517 0.01 0.03 0.03
O 1.308731 0.048702 -1.534256 0.20 -0.69 0.39
H 1.096229 2.470717 2.250529 -0.02 0.07 0.02
C -4.314774 0.598637 -1.138851 0.25 0.09 0.12
H -2.469440 -5.790679 1.564151 -0.03 -0.02 0.00
C -2.998053 5.464172 -0.985244 -0.15 -0.01 0.08
C 0.816503 -3.263680 -2.377684 0.32 -0.34 0.35
H 4.201949 2.735974 -0.131019 0.07 0.12 0.01
H -0.623918 6.274531 -1.155784 -0.04 -0.14 0.06
C 4.490357 -0.554774 -0.831574 -0.08 0.02 0.11
C -4.599234 -3.028445 -2.621034 0.28 0.07 0.12
C 3.939665 0.636857 -0.390444 -0.43 0.03 0.26
C 0.276294 4.522382 -1.992536 -0.05 0.04 0.04
H -4.718957 -3.580392 -3.551740 -0.02 -0.04 -0.10
P 0.256142 -0.821688 1.806472 1.05 -2.11 0.78
H 1.185935 5.075896 -2.220185 0.14 0.06 -0.01
C 2.767073 1.154744 2.153693 -0.08 0.38 -0.37
C 3.822368 0.586066 2.854389 0.05 -0.03 -0.07
H -0.039264 -5.741061 1.161005 0.03 -0.04 -0.02
O -1.130874 2.462025 -0.216673 1.03 -0.40 0.78
H -4.437782 -1.980919 -2.864105 -0.15 0.06 -0.04
```
Positions in Å, forces in eV/Å.

Mulliken atomic charge list, values in e, 8 entries:
1 H 0.36
2 H 0.44
3 C -0.68
4 H -0.04
5 C -0.72
6 C 1.30
7 H 0.45
8 S -0.50

***

Record 4
Density functional theory data (ωB97M-V with the def2-TZVPD basis set) for a molecular structure, C39H33ILuN5O2S4.

The total charge is 0. As for the multiplicity: 1. For the gap between HOMO and LUMO, the calculation gives 6.47 eV. The value obtained for the highest occupied orbital energy is -7.325 eV.

```
85
Properties=species:S:1:pos:R:3:forces:R:3
N 0.540127 2.586359 0.502052 0.20 -0.24 0.08
H -3.600095 -2.933531 -2.254027 0.00 0.01 0.00
C 0.428929 -0.473580 -7.935499 0.00 -0.01 -0.01
C -3.781538 -2.282545 0.312929 0.03 -0.09 0.00
H -3.339845 1.193509 1.869173 -0.01 0.00 -0.01
C -2.607209 5.270172 1.762512 0.01 -0.05 -0.03
H 3.808523 5.748074 0.891953 0.00 0.00 0.00
C -0.666477 0.266885 -7.512692 -0.01 0.01 0.00
H -1.299461 -1.343914 -4.603843 0.07 0.06 -0.05
C 4.172445 2.418002 0.224977 -0.05 -0.04 0.05
H 1.202853 -2.842811 0.905970 0.00 0.05 -0.11
I 0.614076 -2.125479 3.370966 0.12 -0.26 -0.01
C -2.689672 7.429159 2.577494 0.04 0.02 -0.01
C 0.858331 -2.919956 -5.075163 0.14 0.02 0.20
S 1.574477 0.151378 -2.269387 -0.28 -0.03 0.37
H 1.391101 -3.669777 -5.659419 -0.04 -0.03 -0.02
H 4.243900 -2.620082 -0.982333 -0.01 0.02 -0.04
C -1.283023 5.599349 1.674552 -0.03 0.15 0.04
C 0.291654 -1.840792 -5.949987 0.01 0.01 0.01
H -5.324279 -2.610087 1.759333 0.01 -0.01 0.00
H 0.102685 -3.405372 -4.462441 -0.02 -0.04 -0.06
H -1.159192 2.011272 5.136124 0.02 0.02 -0.01
N -1.195640 1.641761 4.203279 -0.03 0.00 -0.02
H -0.526524 -2.816425 1.106268 -0.02 0.04 -0.08
H 1.090999 2.997711 4.392406 0.00 -0.01 0.02
C 0.904679 -1.516634 -7.156961 -0.02 -0.02 0.00
C -2.793694 -1.435585 -0.200451 0.03 0.19 0.09
H -3.902763 -3.267062 -0.121997 -0.01 0.02 -0.02
S 2.122436 -2.248750 -3.929986 -0.10 0.16 -0.10
C -2.518990 -2.857963 -2.332285 -0.02 -0.07 0.11
H 0.915010 -0.235965 -8.873301 0.01 0.01 0.01
C 6.256326 -2.916336 -1.822757 0.00 -0.01 0.00
C 5.570974 -0.915310 -0.857926 0.15 -0.02 -0.07
C -2.618082 -0.156940 0.389440 -0.61 -0.08 -0.13
C 1.063278 -1.409856 -2.758057 -0.09 -0.07 -0.11
C -3.413281 6.319074 2.275689 -0.01 -0.01 -0.02
C 3.552239 4.707432 0.737098 0.04 0.00 0.02
H -2.072454 -3.844846 -2.189902 -0.01 -0.01 -0.03
C 3.434842 -0.199112 0.182737 0.04 -0.15 0.40
H 1.384070 6.219394 1.465430 0.04 -0.01 0.00
H -1.420670 3.083154 0.616858 0.01 -0.07 0.10
H -3.002405 4.307591 1.471383 0.00 0.00 0.00
H 5.521703 4.116974 0.222948 0.00 0.02 0.01
H 1.994059 1.896115 3.317986 -0.01 -0.01 -0.02
S -1.028151 7.213230 2.239124 -0.03 -0.09 -0.04
H -5.048888 -0.358831 2.775725 0.00 0.01 0.00
C 5.103396 1.447625 -0.173281 0.01 -0.04 -0.02
C -1.289790 -0.053682 -6.315921 0.01 -0.01 -0.01
Lu 0.135957 0.017926 0.225705 2.02 -0.20 -0.15
O -0.121384 0.832410 2.424896 -0.06 -0.09 -0.32
H 3.145771 -1.238349 0.286939 -0.07 0.01 -0.12
C 2.177044 4.312432 0.866642 -0.04 -0.09 -0.04
H 6.158099 -3.937993 -2.157503 0.02 0.00 0.01
C 0.366478 -2.192613 1.178031 0.10 0.24 0.51
H -3.041666 8.366714 2.975317 0.00 0.00 0.00
C -4.419420 -0.663776 1.948475 0.01 -0.03 -0.02
H 6.109712 1.756181 -0.433610 -0.01 0.02 -0.02
C -1.959822 -1.894644 -1.324278 0.08 0.06 -0.14
H -2.146201 0.516430 -5.979158 0.00 0.01 0.00
H -1.029523 1.091918 -8.111969 -0.01 -0.01 -0.01
H -2.037597 1.181554 3.894224 0.01 -0.05 0.01
C 1.825116 2.977349 0.622830 -0.02 0.14 0.05
C -0.167948 4.759488 1.227778 0.13 0.01 -0.05
C -3.463115 0.197697 1.456436 0.02 0.08 0.01
N 0.016639 -2.070958 -2.396507 -0.02 -0.15 -0.10
S 7.187624 -0.587478 -1.372753 -0.07 -0.05 0.08
C -4.580644 -1.923656 1.378621 -0.01 0.01 0.01
H 1.767063 -2.086346 -7.484205 0.01 0.01 0.00
C -0.815680 -1.102881 -5.541901 -0.03 0.00 -0.03
C 1.206974 1.964376 4.063435 0.02 0.01 -0.03
N 2.531369 0.686232 0.543306 0.08 0.12 -0.27
H 8.311813 -2.456978 -2.447312 -0.01 -0.02 0.00
H -2.252958 -2.536262 -3.336358 -0.04 -0.06 0.05
N -0.745416 -1.474157 -1.406797 -0.12 0.02 -0.01
H 1.490139 1.349324 4.919423 -0.01 -0.01 0.00
C 2.859913 1.992812 0.462888 0.08 0.00 -0.02
O -1.726983 0.715594 -0.049031 -1.33 0.55 0.03
C 7.379019 -2.169057 -1.990992 0.03 0.04 0.01
C 4.726709 0.125436 -0.275792 -0.04 0.13 0.09
C -0.074529 1.435085 3.487029 -0.04 -0.09 0.15
C 1.143005 5.193124 1.210580 -0.10 0.03 0.00
H -4.482711 6.247222 2.406424 0.00 0.01 0.01
C 5.219096 -2.197392 -1.176873 -0.05 -0.01 0.04
C 4.495103 3.809865 0.379628 0.01 0.01 -0.01
C -0.411903 3.444919 0.779539 -0.12 -0.01 -0.19
```
Positions in Å, forces in eV/Å.

Mulliken atomic charge list, values in e, 8 entries:
1 N 0.11
2 H 0.55
3 C -0.55
4 C -0.93
5 H 0.58
6 C -0.40
7 H 0.43
8 C -0.42

***

Relative energy (zero: lowest compared OMol25 entry of this formula, charge and spin) values, unit kJ/mol, following the record order: 385.8 216.4 205.3 150.5.
DFT total energy values, unit eV, following the record order: -15665.96469 -31373.50650 -151976.80125 -137591.16317.
Max |F| values, unit hartree/bohr, following the record order: 0.1160 0.0674 0.0711 0.0397.